# 1
{
  "formula": "C6H11N",
  "method": "ωB97M-V with the def2-TZVPD basis set",
  "total_energy_ev": -7888.0821,
  "lumo_ha": 0.0376,
  "gap_ev": 9.520,
  "charge": 0,
  "largest_force_ev_per_a": 3.1,
  "homo_energy_ev": -8.498,
  "smiles": "C=C/C=C/CCN",
  "molar_mass_g_mol": 97.2,
  "symbols": ["C", "C", "C", "C", "C", "C", "N", "H", "H", "H", "H", "H", "H", "H", "H", "H", "H", "H"],
  "positions_angstrom": [[-1.6804, -0.9671, -1.6129], [-1.0215, -0.5406, -0.2543], [0.2319, 0.3263, -0.2713], [0.6201, 0.8574, 0.8902], [1.7939, 1.7367, 1.0659], [2.3382, 1.8070, 2.2990], [-1.5281, -2.3918, -1.8770], [-1.3584, -0.3315, -2.4254], [-2.7327, -0.9538, -1.2749], [-0.8412, -1.4414, 0.3354], [-1.7575, 0.0610, 0.2851], [0.8005, 0.5115, -1.1718], [0.1091, 0.6931, 1.8287], [2.3834, 2.0036, 0.1997], [1.7411, 1.9440, 3.1940], [3.2855, 2.3236, 2.4677], [-0.9166, -2.6805, -2.6272], [-1.4672, -2.9572, -1.0508]],
  "atomic_forces_ev_per_a": [[-0.433, -1.262, 2.830], [0.417, 0.612, -0.852], [-0.567, -0.421, 1.039], [0.562, 1.523, -0.681], [0.501, -2.020, 0.978], [0.071, 2.686, -0.330], [0.270, -0.019, -1.231], [-0.458, 0.029, -0.280], [0.004, 1.064, -1.232], [-0.016, -0.019, 0.009], [-0.051, -0.186, 0.069], [-0.026, -0.019, -0.184], [-0.400, -0.328, -0.042], [0.061, -0.060, -0.175], [-0.353, -1.316, 0.096], [0.053, -0.240, -0.422], [0.131, 0.087, 0.398], [0.235, -0.111, 0.010]],
  "mulliken_charge": [-0.39, -0.45, -0.39, -0.13, -0.31, -0.81, -0.54, 0.40, 0.21, 0.27, 0.28, 0.34, 0.28, 0.29, 0.27, 0.29, 0.18, 0.20]
}

=====

# 2
{
  "formula": "C6H11N",
  "method": "ωB97M-V with the def2-TZVPD basis set",
  "total_energy_ev": -7890.0487,
  "lumo_ha": 0.0393,
  "gap_ev": 10.578,
  "charge": 0,
  "largest_force_ev_per_a": 2.6,
  "homo_energy_ev": -9.508,
  "smiles": "C[C@@H]1C=NC[C@H]1C",
  "molar_mass_g_mol": 97.2,
  "symbols": ["C", "C", "C", "C", "C", "C", "N", "H", "H", "H", "H", "H", "H", "H", "H", "H", "H", "H"],
  "positions_angstrom": [[-1.0049, 1.0522, -0.9598], [1.0614, 1.3506, -0.1587], [-0.8452, -0.2616, -0.2626], [0.7084, -0.0573, 0.3579], [-0.9474, -1.4529, -1.2000], [0.7221, -0.1753, 1.8684], [-0.0454, 1.8658, -0.9279], [-1.9069, 1.3093, -1.4953], [1.2444, 2.0499, 0.6618], [1.9477, 1.3530, -0.7988], [-1.5512, -0.3625, 0.5640], [1.3462, -0.8167, -0.0941], [-1.9571, -1.5332, -1.6009], [-0.7112, -2.3720, -0.6692], [-0.2546, -1.3437, -2.0323], [1.7129, 0.0671, 2.2549], [0.4726, -1.1878, 2.1790], [0.0081, 0.5151, 2.3136]],
  "atomic_forces_ev_per_a": [[-0.008, -0.241, 0.193], [0.279, -0.351, 0.193], [2.434, 0.149, 0.830], [-2.286, -0.102, -0.834], [-0.118, 0.138, 0.117], [0.177, -0.050, -0.174], [-0.212, 0.699, -0.449], [-0.269, 0.064, -0.156], [0.119, -0.037, 0.011], [0.018, 0.040, 0.111], [-0.044, -0.004, 0.035], [0.008, -0.024, -0.006], [-0.056, -0.104, -0.090], [-0.011, -0.132, -0.001], [0.054, -0.025, -0.075], [0.026, -0.023, 0.108], [-0.043, -0.063, 0.120], [-0.069, 0.066, 0.069]],
  "mulliken_charge": [-0.27, -0.61, 0.23, 0.28, -1.48, -1.68, -0.58, 0.43, 0.33, 0.28, 0.35, 0.39, 0.41, 0.36, 0.37, 0.42, 0.38, 0.40]
}

=====

For each record above, in turn, the calculated relative energy (zero: lowest compared OMol25 entry of this formula, charge and spin) values are 56.5 11.1 kcal per mole.